[1]
Below is a cluster of 2 separate species, C2H5N2O4P in total in a non-equilibrium geometry, with properties calculated with the ωB97M-V functional and the def2-TZVPD basis.

```
14
Properties=species:S:1:pos:R:3:nbo_charge:R:1
H -0.354 2.472 0.902 0.33
O -2.431 0.798 -0.884 -1.24
H 0.360 -1.988 -0.274 0.29
N 0.036 0.408 -0.100 -0.56
P -1.693 -0.175 0.005 2.47
O -1.546 -1.587 -0.551 -1.23
C 1.250 -0.036 -0.096 0.60
H 1.581 -1.839 1.016 0.19
O -1.988 -0.078 1.484 -1.24
C 1.328 -1.572 -0.009 -0.71
H 2.120 -1.918 -0.677 0.18
O 2.311 0.600 -0.146 -0.75
H -0.919 2.386 -0.600 0.37
N -0.055 2.529 -0.070 -0.71
```

## Properties
M, g/mol: 152.05
Electronic energy, eV: -22614.0323
HOMO-LUMO gap (alpha / beta), eV: 7.013 / 7.012
ΔE to the lowest compared entry with this formula, charge and spin, eV: 0.705
Charge: -2



[2]
Below is an isolated molecule of C6H11N in a non-equilibrium geometry, with properties calculated with the ωB97M-V functional and the def2-TZVPD basis.

```
18
Properties=species:S:1:pos:R:3:nbo_charge:R:1
H 1.157 -1.039 3.607 0.19
H -1.071 2.146 -3.450 0.21
C 0.846 -0.039 0.662 0.06
N 1.615 -0.767 1.531 -0.59
H -0.028 1.864 -1.362 0.18
C 1.107 -1.553 2.648 -0.42
H -2.011 -0.413 -0.911 0.19
H 1.386 0.643 0.014 0.19
H -0.397 0.542 -3.695 0.21
H 1.711 -2.468 2.654 0.20
C -1.145 0.221 -0.746 -0.20
H -2.125 0.705 -3.272 0.21
C -0.760 1.116 -1.656 -0.20
C -0.497 -0.067 0.550 -0.37
H -1.040 -0.489 1.386 0.20
C -1.127 1.105 -3.123 -0.64
H 2.483 -0.324 1.791 0.37
H 0.114 -1.953 2.492 0.21
```

## Properties
M, g/mol: 97.16
Structure (SMILES): C/C=C/C=C/NC
Electronic energy, eV: -7888.6875
HOMO-LUMO gap, eV: 8.208
ΔE to the lowest compared entry with this formula, charge and spin, eV: 1.844
Charge: 0



[3]
Below is an isolated molecule of CH5N2OP in a non-equilibrium geometry, with properties calculated with the ωB97M-V functional and the def2-TZVPD basis.

```
10
Properties=species:S:1:pos:R:3:nbo_charge:R:1
H 0.249 0.446 2.170 0.33
P -0.162 -1.218 -2.005 1.30
H 0.647 1.632 1.170 0.35
N 0.870 0.715 1.508 -0.65
H -0.265 0.989 -0.765 0.24
H 0.862 -1.241 0.742 0.36
C -0.246 -0.072 -0.551 -0.69
N 0.845 -0.283 0.447 -0.49
O -1.526 -0.994 -2.609 -0.95
H -1.274 0.025 -0.107 0.21
```

## Properties
M, g/mol: 92.04
Structure (SMILES): NNCP=O
Electronic energy, eV: -15432.1922
HOMO-LUMO gap, eV: 7.810
ΔE to the lowest compared entry with this formula, charge and spin, eV: 2.502
Charge: 0



[4]
Below is a structure of composition C43H52N9O2RbSTe in a non-equilibrium geometry, with properties calculated with the ωB97M-V functional and the def2-TZVPD basis.

```
109
Properties=species:S:1:pos:R:3:mulliken_charge:R:1
H -20.608 9.568 -2.668 0.39
C -20.757 7.603 0.784 0.86
C -25.310 13.848 7.240 -0.83
H -17.092 9.922 1.693 0.35
H -20.981 11.592 5.074 0.20
H -26.928 11.348 8.645 0.38
H -14.534 3.957 7.262 0.33
H -17.153 4.072 2.114 0.41
C -19.574 8.986 -0.922 0.44
H -26.136 9.642 2.897 0.04
C -22.061 6.870 1.170 -1.66
C -20.698 9.501 4.488 0.34
H -25.263 14.274 6.246 0.32
H -21.541 7.971 -1.160 0.24
N -23.440 9.115 8.482 -0.08
C -26.204 12.169 8.678 -0.85
C -17.436 6.715 5.762 0.98
H -25.221 11.938 9.062 0.30
C -28.960 6.831 5.528 -0.92
H -21.847 5.808 1.526 0.27
H -13.732 3.938 5.671 0.35
C -16.814 5.618 3.600 0.46
C -17.409 8.911 2.081 -1.47
N -27.181 8.244 4.781 0.12
C -28.167 13.386 8.977 -0.57
C -15.442 5.255 5.681 0.19
H -27.087 8.735 1.666 0.40
C -22.580 9.925 9.065 0.79
N -28.066 13.841 7.572 0.08
H -25.119 7.851 11.242 0.38
H -23.403 9.531 12.451 0.28
C -17.709 6.483 4.364 0.23
C -19.572 7.630 1.604 0.09
H -22.146 11.609 7.861 0.04
H -27.722 15.947 8.120 0.29
C -15.720 5.081 4.299 -0.73
C -19.613 9.554 -2.269 -1.43
H -29.415 6.115 6.226 0.37
N -26.802 13.203 9.561 0.04
H -26.719 4.413 8.943 0.40
H -20.794 10.985 8.953 0.41
C -23.480 9.390 11.308 -0.52
H -15.137 4.362 3.783 0.39
C -16.326 6.126 6.327 -0.57
H -18.996 9.116 -3.095 0.26
H -28.077 12.011 6.868 0.33
N -25.985 14.929 7.991 -0.03
H -19.321 10.619 -2.271 0.34
C -21.637 10.715 8.292 -0.50
C -17.007 5.167 2.164 -1.44
S -25.119 13.017 2.922 0.00
C -22.584 10.102 10.497 -0.63
H -16.607 8.194 1.948 0.36
N -19.549 8.798 4.440 -0.28
C -25.328 7.554 8.595 0.19
H -17.715 9.726 -0.349 0.32
C -24.354 8.474 10.672 -0.76
C -27.302 15.111 7.497 -0.62
H -30.559 6.598 4.258 0.34
H -16.159 6.340 7.344 0.46
C -27.708 7.509 5.773 0.34
H -25.037 14.266 9.751 0.38
C -26.534 5.416 8.573 -1.12
N -26.056 7.996 7.527 0.14
H -24.916 5.961 9.883 0.50
H -17.612 8.875 3.195 0.14
C -26.025 14.419 9.378 -0.78
C -18.477 8.357 1.174 1.55
C -25.549 6.259 9.067 -0.58
H -18.023 7.276 7.670 0.42
H -21.797 10.791 10.847 0.30
Te -19.797 6.975 3.614 0.65
C -20.680 8.155 -0.519 -1.14
H -27.190 15.459 6.400 0.35
H -27.794 5.267 6.812 0.36
H -22.741 6.840 0.327 0.41
Rb -24.649 9.953 5.679 0.52
H -20.554 11.423 3.438 0.30
H -29.537 7.953 2.390 0.38
H -26.518 15.211 9.988 0.36
H -28.841 12.521 9.044 0.31
N -25.984 12.568 7.264 0.63
H -24.310 13.653 7.703 0.20
C -27.387 12.865 6.754 -0.82
H -28.807 14.129 9.580 0.25
C -29.039 7.881 3.344 -0.95
H -16.087 5.365 1.587 0.37
C -20.314 10.980 4.407 -1.02
H -27.863 10.050 2.388 0.35
C -18.323 7.561 6.659 -1.51
C -27.133 9.297 2.565 -1.18
H -19.278 11.140 4.665 0.38
H -21.304 10.186 7.444 -0.14
C -14.298 4.540 6.373 -1.34
H -22.504 7.365 2.003 0.43
H -13.551 5.392 6.653 0.28
C -18.577 9.096 -0.037 -0.70
H -18.195 8.686 6.546 0.19
O -21.907 9.098 4.580 -0.35
O -26.288 13.692 3.557 -0.60
C -27.203 5.915 7.501 -0.59
H -19.393 7.457 6.537 0.29
H -17.839 5.611 1.527 0.16
N -24.331 11.907 3.465 -0.35
H -27.331 13.225 5.747 0.40
C -29.579 7.064 4.362 -0.32
C -26.937 7.217 6.972 0.17
C -24.350 8.475 9.271 0.44
C -27.808 8.442 3.607 0.68
```

## Properties
2S+1: 2
M, g/mol: 972.08
Electronic energy, eV: -81720.3700
HOMO-LUMO gap (alpha / beta), eV: 2.352 / 5.738
Charge: -1



[5]
Below is a structure of composition C17H16CsN3O4 in a non-equilibrium geometry, with properties calculated with the ωB97M-V functional and the def2-TZVPD basis.

```
41
Properties=species:S:1:pos:R:3:mulliken_charge:R:1
C 2.245 2.089 6.179 -0.61
H 0.059 -7.544 0.271 0.35
O -2.919 0.442 -0.057 -0.79
H 2.861 1.674 8.173 0.31
H -4.933 2.780 -0.662 0.21
C 0.149 -6.494 0.023 -0.69
C -3.343 1.209 -2.362 -0.59
H -1.554 2.254 -1.480 0.14
C -2.625 2.340 -1.611 -0.80
N 1.094 -2.106 1.984 -0.28
H -2.733 0.387 -2.714 0.18
N -4.816 1.800 -0.412 -0.76
H 2.759 -0.805 7.888 0.35
C 2.132 -0.653 5.835 -0.28
N 1.437 -1.692 3.291 -0.54
C 0.049 -4.693 -1.585 -0.79
C 0.601 -4.191 0.738 0.85
H 1.129 -3.944 2.841 0.25
C -3.490 1.319 -0.871 0.64
H -2.995 3.353 -1.747 0.23
C 0.971 -3.376 1.916 -0.32
H 2.084 -1.722 5.667 0.40
Cs -0.760 -0.693 0.437 1.08
H -4.184 1.479 -2.994 0.25
H 1.203 1.433 2.991 0.45
C 2.509 -0.143 7.069 -0.68
C 1.427 -0.411 3.443 0.33
O 1.098 0.478 2.525 -0.55
H -0.329 -6.724 -2.071 0.31
H 0.652 -5.893 2.010 0.25
H -4.732 1.784 0.600 0.28
O 1.571 2.387 3.929 -0.95
C 0.383 -3.697 -0.606 0.32
C 1.848 1.588 4.911 0.33
C 2.561 1.244 7.221 -0.26
C 1.801 0.170 4.767 0.19
C 0.477 -5.559 0.990 -0.43
H 2.287 3.168 6.278 0.38
O 0.445 -2.473 -0.914 -0.90
C -0.064 -6.027 -1.279 -0.22
H -0.119 -4.323 -2.590 0.35
```

## Properties
M, g/mol: 459.24
Electronic energy, eV: -31096.4831
HOMO-LUMO gap, eV: 5.750
ΔE to the lowest compared entry with this formula, charge and spin, eV: 0.936
Charge: -2



[6]
Below is an isolated molecule of C3H7NO2 in a non-equilibrium geometry, with properties calculated with the ωB97M-V functional and the def2-TZVPD basis.

```
13
Properties=species:S:1:pos:R:3:nbo_charge:R:1
C -0.433 -0.431 -0.826 -0.22
H 0.454 0.581 -2.590 0.22
C 0.153 0.772 -1.544 -0.64
O 0.462 0.325 2.451 -0.69
C 0.097 -0.589 1.528 0.88
N -0.743 -0.115 0.570 -0.65
H 0.314 -1.221 -0.835 0.23
H -0.488 1.643 -1.665 0.21
H 1.040 -0.096 3.070 0.50
H -1.322 -0.862 -1.285 0.19
H 1.165 0.966 -1.175 0.22
H -1.243 0.743 0.728 0.40
O 0.544 -1.716 1.573 -0.64
```

## Properties
M, g/mol: 89.09
Structure (SMILES): CCNC(=O)O
Electronic energy, eV: -8810.0493
HOMO-LUMO gap, eV: 10.712
ΔE to the lowest compared entry with this formula, charge and spin, eV: 0.480
Charge: 0



Question: The lowest electronic energy belongs to which entry?
Answer: C43H52N9O2RbSTe



Question: Which formula does entry 2 have?
Answer: C6H11N